1.
The following is a DFT calculation (ωB97M-V/def2-TZVPD) of 2 unconnected molecules or ions with the total composition C2ClFO5S.

```
10
Properties=species:S:1:pos:R:3:forces:R:3:lowdin_charge:R:1
C 1.607965 -0.093580 0.427315 0.57 -0.71 0.57 -0.658
C 0.349678 0.233693 -0.390971 -3.02 -1.21 -0.39 -0.528
O 1.648710 0.858514 1.229298 0.72 0.97 0.84 0.143
O -2.251741 0.325694 -0.793340 0.33 -0.07 0.04 -0.403
O 2.318822 -1.068094 0.281042 -0.13 -0.01 -0.16 0.033
O -1.455029 -1.334388 0.827421 0.30 0.00 -0.11 -0.396
O -1.387561 1.038381 1.357494 -0.05 0.25 0.26 -0.406
F 0.361885 1.393265 -1.027702 0.70 1.38 -0.46 -0.010
S -1.343297 0.020579 0.306264 0.19 0.08 0.39 0.349
Cl 0.150568 -1.374066 -2.216821 0.39 -0.68 -0.96 -0.124
```
Forces are in eV/Å.

highest occupied orbital energy (alpha / beta)	0.0360 / -0.0467	Ha
spin multiplicity	3
<S²>	2.01
total charge	-2
LUMO (alpha / beta)	6.497 / 3.742	eV

***

2.
The following is a DFT calculation (ωB97M-V/def2-TZVPD) of a molecular structure, C2ClLi3O6.

```
12
Properties=species:S:1:pos:R:3:forces:R:3:lowdin_charge:R:1
Li 1.186330 -1.425542 -0.407164 0.12 0.95 0.63 0.778
Li -0.837468 0.452813 -0.065095 0.05 0.18 0.44 0.599
Li -0.059607 1.502079 2.628174 0.91 -0.23 -1.23 0.644
Cl -1.362280 2.513913 0.967661 -0.07 -0.18 0.26 -0.470
C 1.674829 0.136902 1.451222 2.83 2.28 -0.38 -1.165
O 0.490518 -0.183862 1.266572 -5.74 -2.01 -0.89 -0.287
O 2.578354 -0.436737 0.837762 1.92 -3.20 -2.38 -0.120
O 1.944413 1.159310 2.099084 -0.64 2.33 2.95 -0.129
C -1.412277 -0.906895 -2.230306 1.03 -0.77 1.33 -1.051
O -2.198975 -0.428176 -1.423459 -2.37 1.62 1.61 0.070
O -1.778586 -1.395711 -3.278471 -0.95 -0.86 -2.88 0.174
O -0.225251 -0.988093 -1.845981 2.90 -0.11 0.54 -0.042
```
Forces are in eV/Å.

highest occupied orbital energy (alpha / beta)	-0.1744 / -0.1743	Ha
spin multiplicity	2
<S²>	0.76
total charge	-1
LUMO (alpha / beta)	2.439 / 0.535	eV

***

3.
The following is a DFT calculation (ωB97M-V/def2-TZVPD) of a molecular structure, C2CuF3NO5S2.

```
14
Properties=species:S:1:pos:R:3:forces:R:3:lowdin_charge:R:1
O -0.940947 -1.984757 0.631243 -1.28 0.38 -0.41 -0.009
C -2.103795 -1.910334 0.918235 1.07 1.67 3.05 -0.415
O -2.980809 -1.538245 1.605395 0.64 -1.31 -2.15 0.214
Cu -0.472364 -3.900877 -0.216986 1.73 -0.22 -0.32 0.514
N -3.832548 -4.633451 -2.274056 0.42 0.11 0.88 -0.547
S -3.262509 -3.301119 -1.503358 -1.47 -0.01 -2.20 0.672
O -4.474786 -2.561821 -1.000873 1.97 -0.64 0.88 -0.519
O -2.202505 -3.864255 -0.334085 -3.62 -0.30 0.48 -0.703
S -4.789338 -5.623606 -1.372052 1.00 -1.29 -0.39 0.832
O -4.298585 -7.052082 -1.493942 -0.62 1.51 0.18 -0.544
C -6.250212 -5.652265 -2.542652 0.90 0.18 0.31 -0.793
F -6.786117 -4.439792 -2.651896 -0.27 0.32 -0.08 0.100
F -5.922225 -6.081823 -3.755407 -0.03 -0.12 -0.33 0.110
F -7.178122 -6.473344 -2.047021 -0.43 -0.29 0.10 0.089
```
Forces are in eV/Å.

highest occupied orbital energy (alpha / beta)	-0.1533 / -0.1823	Ha
spin multiplicity	3
<S²>	2.00
total charge	-1
LUMO (alpha / beta)	2.729 / 0.656	eV
ΔE to the lowest compared entry with this formula, charge and spin	2.035	eV

***

4.
The following is a DFT calculation (ωB97M-V/def2-TZVPD) of a molecular structure, C2EuF3NO5S2.

```
14
Properties=species:S:1:pos:R:3:forces:R:3:lowdin_charge:R:1
O 0.116040 -4.084313 0.411256 -1.17 0.96 0.92 -0.089
C 0.214455 -3.520333 -0.656950 2.20 -1.47 -1.72 -0.435
O 0.748643 -3.553412 -1.709205 -2.04 1.40 1.98 0.219
Eu -1.291895 -2.902007 2.280502 0.54 1.04 -3.48 1.727
N -1.910173 -0.688670 -2.248301 -0.05 0.06 0.96 -0.553
S -1.142506 -0.309269 -0.859502 -0.67 0.78 -1.34 0.661
O -1.952803 0.689865 -0.076752 0.66 -1.79 0.29 -0.569
O -1.072118 -1.819272 -0.065514 -0.19 -0.88 2.20 -0.768
S -3.508191 -1.076565 -2.133715 0.44 -1.35 -0.75 0.823
O -3.737916 -2.421496 -2.789587 0.10 1.33 0.80 -0.545
C -4.114445 0.097894 -3.459220 0.54 -0.41 0.30 -0.789
F -3.868956 1.357176 -3.108713 -0.01 0.34 0.05 0.104
F -3.555035 -0.134132 -4.640254 0.06 -0.01 -0.17 0.119
F -5.433914 -0.052019 -3.587144 -0.41 0.01 -0.05 0.095
```
Forces are in eV/Å.

highest occupied orbital energy (alpha / beta)	-0.2618 / -0.2623	Ha
spin multiplicity	8
<S²>	15.76
LUMO (alpha / beta)	-3.399 / -3.255	eV
ΔE to the lowest compared entry with this formula, charge and spin	0.000	eV

***

5.
The following is a DFT calculation (ωB97M-V/def2-TZVPD) of 2 unconnected molecules or ions with the total composition C2F2N2O2.

```
8
Properties=species:S:1:pos:R:3:forces:R:3:lowdin_charge:R:1
C -1.819558 -0.231227 0.071420 4.73 3.23 -1.06 -0.152
C 0.576084 0.830420 -0.075285 -2.45 0.63 -1.67 -0.281
N -2.794712 -0.764461 0.248952 -3.47 -1.95 0.64 -0.011
N 0.726423 -0.612974 -0.096524 1.96 -0.02 1.09 -0.410
O 1.042858 -1.128574 -1.122238 -0.29 -0.30 -0.97 0.161
O 0.715133 -1.043759 1.023670 -0.11 -1.03 0.42 0.125
F 0.961759 1.548614 -1.083759 -0.59 -1.07 1.01 0.268
F 0.592013 1.401962 1.033764 0.21 0.53 0.55 0.300
```
Forces are in eV/Å.

highest occupied orbital energy (alpha / beta)	-0.4293 / -0.4021	Ha
spin multiplicity	1
LUMO (alpha / beta)	-3.232 / -3.746	eV
ΔE to the lowest compared entry with this formula, charge and spin	5.963	eV

***

6.
The following is a DFT calculation (ωB97M-V/def2-TZVPD) of a molecular structure, C2F30HfO10P4S3.

```
50
Properties=species:S:1:pos:R:3:forces:R:3:lowdin_charge:R:1
Hf 0.203096 0.094310 0.418175 -0.34 -0.16 1.37 2.249
S -1.436614 -0.292380 4.083555 -2.05 -0.47 2.65 0.254
O -2.335794 -1.330960 4.546155 0.51 0.14 -0.91 -0.243
O -1.217484 0.697020 5.092825 0.60 0.61 -0.06 -0.266
O -0.193084 -0.804430 3.472275 2.40 -0.79 -1.62 -0.197
O -1.878824 0.296330 2.786905 -0.24 0.91 -2.58 -0.205
C 1.971506 4.503060 4.471365 -0.66 -0.15 -1.39 -0.617
F 2.614316 3.464870 5.007645 -0.07 0.42 0.31 0.119
F 0.660126 4.441850 4.839125 1.10 0.08 -0.12 0.090
F 2.473456 5.662080 4.955125 -0.06 -0.57 0.02 0.089
S 2.118336 4.417770 2.557835 -1.37 -0.99 -3.08 0.448
O 1.472016 5.591960 2.023375 -0.82 0.59 1.32 -0.338
O 3.478996 4.381470 2.116135 1.43 -0.33 1.45 -0.321
O 1.388536 3.173070 2.191355 0.12 0.36 1.20 -0.395
C -5.529364 0.749350 -1.300925 1.35 -2.19 -2.09 -0.628
F -5.548304 1.277910 -2.562055 0.13 0.03 0.95 0.080
F -4.983514 1.586890 -0.462815 -0.43 0.85 0.51 0.146
F -6.814304 0.487400 -1.013555 0.33 0.17 0.51 0.102
S -4.385484 -0.876250 -1.300885 0.38 -2.11 0.94 0.522
O -4.804534 -1.625550 -0.110795 -0.15 1.37 -0.71 -0.355
O -4.650254 -1.623480 -2.532535 0.12 1.74 0.75 -0.332
O -2.987074 -0.367300 -1.153765 -0.83 0.36 -0.33 -0.394
P -0.665664 -5.294130 1.043155 -0.67 0.46 -0.57 0.189
F -0.893684 -6.830900 1.451475 0.39 -0.34 -0.07 -0.180
F 0.473246 -5.702810 -0.106305 -0.95 0.38 1.46 -0.198
F -1.846964 -5.408420 -0.094105 0.36 -0.72 0.47 -0.195
F -0.623794 -3.737680 0.622075 1.38 1.01 -0.05 -0.199
F -1.758094 -4.846520 2.168905 -0.18 -0.45 0.03 -0.196
F 0.491876 -5.111280 2.206175 -0.26 -0.17 -1.14 -0.198
P 4.298016 -0.812680 0.735735 0.19 0.97 3.35 0.122
F 5.452536 0.272390 0.904605 0.98 0.36 -0.78 -0.151
F 4.959806 -1.735160 1.905255 0.36 -0.76 -1.17 -0.174
F 3.617806 -0.020810 1.996355 -1.61 0.32 0.47 -0.216
F 2.978096 -1.784840 0.716995 -0.06 -0.54 -0.54 -0.192
F 3.429886 0.165380 -0.212065 -0.60 0.58 -1.33 -0.186
F 5.105876 -1.476780 -0.448715 -0.89 -0.55 0.02 -0.104
P -0.617574 3.566700 -2.780435 1.49 -2.93 -0.34 0.116
F 0.199586 3.715390 -4.232825 -0.95 0.47 1.32 -0.198
F 0.601266 2.553680 -2.275925 0.88 0.53 0.17 -0.229
F 0.040816 4.896760 -2.194555 0.89 -0.55 0.47 -0.140
F -1.320384 3.092960 -1.386815 -0.23 1.35 1.96 -0.214
F -1.829244 4.440540 -3.166955 -1.83 1.24 -1.15 -0.118
F -1.364874 2.263890 -3.319565 -0.16 -0.64 -1.79 -0.168
P 1.319476 -2.308060 -4.543515 2.85 0.74 1.24 0.173
F 1.534136 -2.908200 -6.018255 -0.37 -0.02 -0.72 -0.184
F 0.783896 -0.909350 -5.178625 -0.99 -0.70 0.72 -0.175
F -0.113824 -2.955390 -4.401625 -0.22 -0.24 -0.44 -0.131
F 1.174186 -1.867230 -2.926925 -0.19 0.79 -0.75 -0.236
F 2.167676 -3.602980 -3.995315 -1.01 -0.39 0.06 -0.204
F 2.790176 -1.559480 -4.592735 -0.03 -0.06 0.03 -0.219
```
Forces are in eV/Å.

highest occupied orbital energy	-0.0576	Ha
spin multiplicity	1
total charge	-4
LUMO	1.507	eV

***

7.
The following is a DFT calculation (ωB97M-V/def2-TZVPD) of a gas-phase ion, C2F3O2S (charge -1).

```
8
Properties=species:S:1:pos:R:3:forces:R:3:lowdin_charge:R:1
C -1.168642 -0.256468 0.112814 -1.07 1.08 -0.09 -0.377
C -0.126130 0.530872 -0.114622 -0.40 0.37 -0.37 -0.258
O 2.622428 0.685219 -0.192401 1.08 1.29 0.41 -0.544
O 1.584390 -1.396185 0.758938 0.63 1.76 -1.81 -0.570
F -0.978778 -1.423453 0.648365 -0.99 -1.20 0.10 0.094
F -2.553018 -0.008042 -0.062805 2.18 -0.23 0.37 0.013
F -0.409174 1.820272 -0.517082 0.37 -0.59 -0.13 -0.043
S 1.681996 -0.388855 -0.383322 -1.80 -2.48 1.52 0.685
```
Forces are in eV/Å.

highest occupied orbital energy	-0.1469	Ha
spin multiplicity	1
total charge	-1
LUMO	4.001	eV
ΔE to the lowest compared entry with this formula, charge and spin	0.314	eV

***

8.
The following is a DFT calculation (ωB97M-V/def2-TZVPD) of a molecular structure, C2F3O2S.

```
8
Properties=species:S:1:pos:R:3:forces:R:3:lowdin_charge:R:1
C 1.356105 0.440734 -0.161422 -3.51 0.46 0.87 -0.375
C 0.317064 -0.357579 0.243636 0.84 -1.43 -1.22 -0.505
O 0.370937 -1.698998 0.345612 0.04 1.77 0.52 -0.283
O -2.318808 -0.359515 1.167071 0.48 -0.11 0.74 -0.495
F 2.561920 -0.031835 -0.300323 1.42 -0.06 -0.07 0.109
F 1.312651 1.810986 -0.278276 0.23 -1.18 0.05 0.030
F -2.120909 0.787354 -1.027593 0.69 -0.62 0.55 -0.500
S -1.478960 -0.591147 0.011294 -0.19 1.18 -1.45 1.019
```
Forces are in eV/Å.

highest occupied orbital energy	-0.1423	Ha
spin multiplicity	1
total charge	-1
LUMO	3.996	eV
ΔE to the lowest compared entry with this formula, charge and spin	0.711	eV

***

9.
The following is a DFT calculation (ωB97M-V/def2-TZVPD) of 2 unconnected molecules or ions with the total composition C2F3P.

```
6
Properties=species:S:1:pos:R:3:forces:R:3:lowdin_charge:R:1
C -0.550811 -0.076586 -0.086414 -3.57 1.14 1.58 -0.193
C 0.471813 -0.626657 -0.618733 -0.83 1.87 0.20 -0.368
F -2.283142 -0.404614 0.552767 4.11 0.64 -1.68 -0.305
F 0.944450 -1.657082 -1.177016 0.91 -0.91 -0.29 0.159
F 0.915933 1.373448 1.457170 0.15 0.43 -1.32 -0.357
P 0.501756 1.391491 -0.127775 -0.78 -3.17 1.52 1.064
```
Forces are in eV/Å.

highest occupied orbital energy (alpha / beta)	-0.4019 / -0.4019	Ha
spin multiplicity	1
LUMO (alpha / beta)	-1.405 / -1.406	eV
ΔE to the lowest compared entry with this formula, charge and spin	2.504	eV

***

10.
The following is a DFT calculation (ωB97M-V/def2-TZVPD) of C2F4 in the gas phase.

```
6
Properties=species:S:1:pos:R:3:forces:R:3:lowdin_charge:R:1
F -0.657439 1.265415 -1.045280 -0.10 -0.07 -0.03 0.159
C -0.476062 0.107250 -0.449052 0.20 -0.32 0.23 -0.310
F -1.314096 -0.838555 -0.837942 0.09 0.28 -0.01 0.152
C 0.468348 -0.104440 0.450565 0.01 0.17 -0.08 -0.303
F 0.665278 -1.267809 1.042815 -0.01 0.25 -0.07 0.154
F 1.313970 0.838139 0.838894 -0.19 -0.31 -0.05 0.149
```
Forces are in eV/Å.

highest occupied orbital energy	-0.3674	Ha
spin multiplicity	1
LUMO	0.802	eV
ΔE to the lowest compared entry with this formula, charge and spin	0.002	eV

***

E_tot / a.u.: -1410.5566 -1010.7816 -3243.5451 -2313.3437 -535.6348 -6433.0427 -924.4633 -924.4487 -717.0010 -475.6223